[1]
Density functional theory data (wB97M-V/def2-TZVPD) for a 2-piece molecular cluster, C5H8NO overall.

Structure (XYZ):
```
15
Properties=species:S:1:pos:R:3:nbo_charge:R:1
C -0.56004 -0.95396 -0.92078 -0.40
C -0.49664 -1.17816 0.60097 -0.23
C -0.22285 0.57724 -1.05405 -0.53
C 1.98987 3.37068 0.85300 0.58
C 0.41713 0.89577 0.26125 0.26
N 0.43670 -0.13912 1.06217 -0.53
O 1.16088 2.89158 0.23146 -0.23
H 0.11943 -1.51316 -1.38044 0.22
H -1.58098 -1.10235 -1.12918 0.24
H -1.43741 -1.10533 1.14423 0.21
H -0.05366 -2.14740 0.83766 0.22
H 0.45649 0.91442 -1.76133 0.25
H -0.97725 1.25861 -1.14832 0.25
H 0.74665 0.04548 1.99558 0.42
H 2.80343 3.73590 1.44202 0.27
```

ΔE to the lowest compared entry with this formula, charge and spin: 479.0 kJ/mol
HOMO (spin up / spin down): -12.2 / -12.2 eV
charge: +1
HOMO-LUMO gap (spin up / spin down): 7.18 / 7.18 eV
E_tot: -8839.796 eV



[2]
Density functional theory data (wB97M-V/def2-TZVPD) for an isolated ion of composition C5H8NO and charge +1.

Structure (XYZ):
```
15
Properties=species:S:1:pos:R:3:nbo_charge:R:1
O -1.28669 -0.08295 -2.88734 -0.04
N -1.09436 0.25137 -1.81501 0.39
C -1.80778 1.11279 -0.64910 -0.24
C -0.58820 0.19053 -0.58715 0.01
C -0.29299 -1.05149 0.13179 -0.37
C 1.27940 -0.73947 0.31805 -0.38
C 0.80111 0.67580 -0.14482 -0.34
H -2.84731 0.93888 -0.52760 0.26
H -1.46996 2.05906 -0.61799 0.23
H -0.52541 -1.86679 -0.47593 0.24
H -0.88446 -0.98356 1.11563 0.27
H 1.66172 -0.72802 1.35975 0.25
H 1.81467 -1.27231 -0.45017 0.23
H 0.66959 1.43292 0.61841 0.26
H 1.37913 1.00096 -0.98547 0.25
```

ΔE to the lowest compared entry with this formula, charge and spin: 579.8 kJ/mol
HOMO: -15.6 eV
charge: +1
structure (SMILES): O=[N+]1CC12CCC2
HOMO-LUMO gap: 8.96 eV
E_tot: -8838.751 eV



[3]
Density functional theory data (wB97M-V/def2-TZVPD) for an isolated ion of composition C5H8NO and charge +1.

Structure (XYZ):
```
15
Properties=species:S:1:pos:R:3:nbo_charge:R:1
C -1.48585 -0.19442 0.62814 -0.61
C -0.61381 -0.36545 -0.64766 -0.24
N 0.78360 -0.10110 -0.37747 -0.28
C 1.52651 1.09379 -0.35367 -0.07
C 2.82660 0.73204 0.06852 0.12
O 2.81603 -0.61714 0.30580 -0.33
C 1.60973 -1.04830 0.02526 0.43
H -0.67856 -0.23916 1.54462 0.21
H -2.22864 -0.99704 0.65464 0.25
H -2.01562 0.74176 0.67933 0.24
H -0.98490 0.26792 -1.42340 0.25
H -0.65079 -1.34128 -1.14652 0.24
H 1.26351 2.12202 -0.28294 0.28
H 3.74585 1.10773 0.50843 0.27
H 1.61217 -2.11201 -0.08780 0.25
```

ΔE to the lowest compared entry with this formula, charge and spin: 86.7 kJ/mol
HOMO: -15.1 eV
charge: +1
structure (SMILES): CC[n+]1ccoc1
HOMO-LUMO gap: 10.91 eV
E_tot: -8843.862 eV



[4]
Density functional theory data (wB97M-V/def2-TZVPD) for an isolated ion of composition C5H8NO and charge +1.

Structure (XYZ):
```
15
Properties=species:S:1:pos:R:3:nbo_charge:R:1
C -2.91944 0.16156 0.47873 -0.06
C -1.76003 0.12931 0.22394 -0.15
C -0.54996 -0.07924 -0.58266 -0.14
C 0.44402 1.35696 -0.43162 -0.03
O 1.33411 0.86339 0.63813 -0.48
C 1.65510 -0.48875 0.41811 0.08
N 0.32510 -1.10399 0.13538 -0.55
H -3.77186 0.58356 0.92063 0.26
H -0.71552 -0.30398 -1.70454 0.28
H 1.08316 1.42664 -1.25180 0.19
H 0.05847 2.31442 -0.23842 0.24
H 2.09427 -0.79686 1.27610 0.22
H 2.40066 -0.82723 -0.35841 0.20
H 0.54011 -1.88211 -0.53553 0.46
H -0.21818 -1.35367 1.01197 0.48
```

ΔE to the lowest compared entry with this formula, charge and spin: 322.2 kJ/mol
HOMO: -14.7 eV
charge: +1
structure (SMILES): C#C[C@H]1COC[NH2+]1
HOMO-LUMO gap: 10.93 eV
E_tot: -8841.421 eV



[5]
Density functional theory data (wB97M-V/def2-TZVPD) for an isolated ion of composition C5H8NO and charge +1.

Structure (XYZ):
```
15
Properties=species:S:1:pos:R:3:nbo_charge:R:1
C -1.11853 -2.47033 0.65690 -0.12
C -0.05270 -0.39298 0.56914 0.66
C -1.31373 -1.14796 0.40985 -0.36
C 0.70390 1.50893 -0.96223 -0.19
C 0.12372 1.10871 0.28473 -0.20
N 1.55118 1.18356 0.15074 -0.58
O 0.84885 -1.14308 1.09349 -0.59
H -0.05359 -2.73719 0.59811 0.24
H -1.95080 -3.12583 0.67395 0.23
H -2.22784 -0.60720 0.38031 0.25
H 0.60095 0.77717 -1.63142 0.20
H 0.66450 2.47143 -1.27388 0.23
H -0.63141 1.62485 0.81906 0.26
H 1.82843 -0.86121 0.89003 0.57
H 1.95836 2.06113 0.47154 0.40
```

ΔE to the lowest compared entry with this formula, charge and spin: 301.0 kJ/mol
HOMO: -15.3 eV
charge: +1
HOMO-LUMO gap: 9.50 eV
E_tot: -8841.641 eV



[6]
Density functional theory data (wB97M-V/def2-TZVPD) for C5H8NO2 as an isolated structure.

Structure (XYZ):
```
16
Properties=species:S:1:pos:R:3:nbo_charge:R:1
C -0.02120 0.55001 -1.10543 -0.22
C -0.71179 -0.21011 -0.23298 0.03
C 1.33753 0.78662 -0.53235 0.20
C 0.16862 -0.35398 0.94414 0.17
C -2.02818 -0.86429 -0.33267 -0.66
N 0.96657 0.86077 0.98613 -0.55
O 2.12794 -0.34902 -0.53109 -0.22
O 1.47411 -1.33322 0.19986 -0.23
H -0.29167 0.84106 -2.10116 0.27
H 1.94286 1.60678 -0.91792 0.26
H -0.07184 -0.90734 1.83768 0.27
H -2.72791 -0.42017 0.37717 0.25
H -1.93732 -1.91756 -0.06910 0.25
H -2.42612 -0.77832 -1.33777 0.25
H 1.78871 0.79439 1.60348 0.46
H 0.40970 1.69438 1.21200 0.46
```

ΔE to the lowest compared entry with this formula, charge and spin: 425.2 kJ/mol
HOMO: -14.5 eV
charge: +1
HOMO-LUMO gap: 9.99 eV
E_tot: -10888.101 eV